Below is a cluster of 2 separate species, C17H23N2O9S in total in a non-equilibrium geometry, with properties calculated with ωB97M-V with the def2-TZVPD basis set.

Positions of all 52 atoms, in Å:
C1 1.8133 2.0005 3.9903
C2 0.7269 0.9675 3.9371
O1 0.7007 0.5119 2.5586
C3 -0.4337 -0.0848 2.2067
N1 -0.4469 -0.3917 0.7424
N2 -1.6840 -0.8654 0.4209
C4 -1.7625 -2.1216 1.0079
O2 -0.8379 -2.7800 1.4834
O3 -3.0493 -2.5277 0.9366
C5 -3.3134 -3.8459 1.5002
C6 -4.7627 -3.8736 1.9262
O4 -1.3883 -0.2534 2.9306
H1 1.8902 2.4135 5.0004
H2 2.7863 1.5661 3.7300
H3 1.6025 2.8321 3.3055
H4 0.9506 0.0966 4.5658
H5 -0.2567 1.3795 4.1868
H6 -3.1319 -4.5836 0.7094
H7 -2.6449 -4.0283 2.3529
H8 -5.1955 -4.8560 1.7349
H9 -4.8412 -3.6857 2.9986
H10 -5.3516 -3.1134 1.4060
C7 4.0628 -1.4589 0.6567
C8 3.4511 -0.1612 1.0951
O5 2.1623 -0.2341 0.4429
C9 1.4462 0.8903 0.2762
C10 0.0483 0.5120 -0.1547
O6 -0.7502 1.3649 -0.7714
C11 -1.1496 2.5196 0.0249
S1 0.9694 -0.2413 -2.2901
C12 0.3217 0.7892 -3.6642
C13 -0.5595 0.1909 -4.5478
C14 -1.0538 0.9511 -5.6155
C15 -0.6431 2.2784 -5.7769
C16 0.2761 2.8468 -4.8864
C17 0.7865 2.0865 -3.8270
O7 2.4057 -0.0475 -2.3928
O8 0.4271 -1.5820 -2.4058
O9 1.7704 2.0335 0.5518
H11 5.0748 -1.5671 1.0411
H12 3.4509 -2.2937 1.0093
H13 4.0860 -1.4917 -0.4360
H14 3.2707 -0.1068 2.1780
H15 4.0148 0.7155 0.7506
H16 -1.6103 3.1993 -0.6882
H17 -1.8603 2.1901 0.7959
H18 -0.2484 2.9662 0.4627
H19 -0.8504 -0.8447 -4.3966
H20 -1.7518 0.4928 -6.3143
H21 -1.0388 2.8717 -6.6022
H22 0.5941 3.8808 -5.0063
H23 1.5273 2.4931 -3.1404

Its HOMO-LUMO gap is 6.39 eV. The net charge is -1. The value obtained for the LUMO energy is 2.705 eV. The calculation puts the HOMO energy at -3.68 eV. As for the energy above the lowest of the compared OMol25 structures with the same formula, charge and spin: 0.0 kJ/mol.

In elementary charge units, the Löwdin charges are: -0.0715, -0.1876, -0.0162, -0.4278, 0.0112, 0.0818, -0.6167, 0.0142, -0.0336, -0.2288, -0.0897, 0.1305, 0.0746, 0.0714, 0.0840, 0.1331, 0.1245, 0.1155, 0.1138, 0.0614, 0.0654, 0.0754, -0.0656, -0.1936, -0.0336, -0.4650, -0.3140, -0.0946, -0.0042, 0.7779, -0.2833, -0.0633, -0.0849, -0.1034, -0.0895, -0.0685, -0.3812, -0.3742, 0.0927, 0.0701, 0.0898, 0.0823, 0.1128, 0.1295, 0.0897, 0.0978, 0.0815, 0.1082, 0.0970, 0.0935, 0.0954, 0.1157